No. 1
Below is a cluster of 5 separate species, CH12O4S in total in a non-equilibrium geometry, with properties calculated with wB97M-V/def2-TZVPD.

The geometry in XYZ format:
```
18
Properties=species:S:1:pos:R:3:forces:R:3:mulliken_charge:R:1
C -0.007296 0.796843 -3.568814 1.10 -0.68 -1.21 -0.760
S -0.933119 1.884987 -2.516865 -0.48 0.16 0.45 -0.200
H 0.086176 1.144978 -4.604872 -0.28 0.16 0.23 0.306
H 1.021290 0.632480 -3.246629 -0.10 0.11 0.36 0.279
H -0.446491 -0.202231 -3.633568 -0.31 0.28 0.30 0.260
H 0.012936 2.805211 -2.295088 0.06 -0.06 -0.09 0.113
O 0.005991 -0.104108 1.860186 0.44 0.07 0.33 -0.611
H -0.590227 -0.100876 1.110410 -0.39 -0.18 -0.20 0.303
H -0.336736 0.590905 2.431572 0.07 0.04 0.03 0.309
O 2.065898 1.745306 2.578676 0.06 0.12 0.19 -0.627
H 2.781534 2.126028 2.063680 0.02 -0.07 -0.02 0.298
H 1.937174 0.848457 2.250980 -0.10 0.03 -0.17 0.335
O 0.755546 -2.912024 1.286456 0.01 -0.20 0.07 -0.640
H 0.724483 -2.321669 2.049200 -0.04 0.15 -0.23 0.316
H 0.775130 -2.327183 0.522506 -0.02 0.04 0.15 0.306
O -2.456168 -1.234957 1.239029 0.44 0.91 0.00 -0.604
H -2.200191 -1.961570 1.816505 -0.45 -0.22 -0.46 0.329
H -3.195930 -1.410577 0.656636 -0.04 -0.66 0.30 0.290
```
Forces are in eV/Å.

## Properties
- Calculated total energy: -744.42024 Eh
- Structure (SMILES): CS.O.O.O.O
- Spin multiplicity: 1
- HOMO-LUMO gap: 0.35506 Ha
- LUMO energy: 0.43 eV
- Energy above the lowest of the compared OMol25 structures with the same formula, charge and spin: 58.8 kJ/mol


No. 2
Below is a cluster of 6 separate species, CH12O4S2 in total in a non-equilibrium geometry, with properties calculated with wB97M-V/def2-TZVPD.

The geometry in XYZ format:
```
19
Properties=species:S:1:pos:R:3:forces:R:3:mulliken_charge:R:1
C -0.012332 -1.334360 0.715579 1.88 -0.17 -0.06 -0.700
S 0.028307 -0.110993 2.011086 -0.56 -1.76 -0.98 -0.136
S 0.222248 -0.372545 -2.594057 0.31 0.23 0.57 -0.366
H -0.875136 -1.453484 0.073425 -0.59 0.57 0.00 0.393
H 0.152712 -2.374009 1.101007 0.00 0.63 0.22 0.376
H 0.934206 -1.157983 0.125124 -0.94 -0.33 0.30 0.220
H -0.055497 -0.178964 -3.890603 -0.19 -0.20 -0.06 0.166
H 1.306295 1.574851 2.094803 1.22 1.01 1.04 0.291
H 2.484789 2.114506 3.055701 -0.50 -0.16 -0.38 0.286
O 1.586033 2.289553 2.733242 -0.24 -0.36 -0.54 -0.634
H -2.137470 1.847759 -0.175486 0.17 -1.23 -1.66 0.375
H -1.490041 0.901176 -1.332445 0.33 0.39 0.13 0.295
O -2.299092 1.142857 -0.874423 -0.58 0.88 1.42 -0.603
H 1.227671 -2.875704 -2.272611 -0.87 -2.98 -0.52 0.308
H 0.219599 -4.036163 -2.903480 2.01 0.70 1.35 0.326
O 1.049823 -3.902303 -2.328713 -1.16 2.34 -0.85 -0.645
H -0.308969 3.024861 1.923530 -1.68 -1.37 -2.07 0.402
H -0.876326 1.594514 1.419898 -0.34 1.22 -0.02 0.318
O -0.901354 2.565071 1.196794 1.74 0.59 2.11 -0.672
```
Forces are in eV/Å.

## Properties
- Calculated total energy: -1142.39506 Eh
- Spin multiplicity: 1
- HOMO-LUMO gap: 0.12102 Ha
- LUMO energy: -5.64 eV
- Energy above the lowest of the compared OMol25 structures with the same formula, charge and spin: 645.4 kJ/mol


No. 3
Below is a cluster of 6 separate species, CH12O4S2 in total in a non-equilibrium geometry, with properties calculated with wB97M-V/def2-TZVPD.

The geometry in XYZ format:
```
19
Properties=species:S:1:pos:R:3:forces:R:3:mulliken_charge:R:1
C -0.845416 1.406601 0.582898 0.56 0.56 -1.90 -0.345
S -1.950527 0.931992 -0.766035 1.25 0.61 1.55 -0.170
S 2.346120 0.119253 1.178360 -0.51 -0.20 -0.37 -0.361
H -1.225229 1.894193 1.457736 -1.14 -0.33 0.84 0.426
H -0.183673 0.593693 0.943731 -0.28 -0.38 -0.02 -0.135
H -0.229033 2.244905 0.240529 0.22 -0.21 -0.46 0.365
H 3.614097 0.540938 1.206761 0.10 0.33 0.16 0.145
H -3.074781 -0.771070 0.103580 -0.61 -1.35 0.95 0.290
H -4.233916 -1.402103 0.963270 -0.54 0.25 0.15 0.297
O -3.376675 -1.587697 0.598781 0.99 0.83 -0.94 -0.580
H -0.759278 -0.779816 -1.884219 1.82 -0.84 -0.55 0.337
H 0.544148 -0.030826 -1.808954 0.61 -0.25 -0.41 0.289
O 0.229623 -0.907211 -2.090317 -2.34 0.99 0.88 -0.526
H 3.043805 1.836961 -2.261868 0.64 0.47 -0.11 0.289
H 2.553936 0.893559 -1.201199 1.32 -1.89 4.43 0.239
O 2.358542 1.245357 -1.994547 -2.03 1.42 -4.27 -0.539
H 0.835834 -1.520290 1.976082 -0.34 -0.61 -0.21 0.234
H 0.320755 -2.702091 1.044653 -0.41 1.49 1.27 0.343
O 0.031676 -2.006345 1.710752 0.70 -0.88 -1.00 -0.597
```
Forces are in eV/Å.

## Properties
- Calculated total energy: -1142.40156 Eh
- Spin multiplicity: 1
- HOMO-LUMO gap: 0.12753 Ha
- LUMO energy: -5.46 eV
- Energy above the lowest of the compared OMol25 structures with the same formula, charge and spin: 628.3 kJ/mol


No. 4
Below is a cluster of 6 separate species, CH12O6 in total, with properties calculated with wB97M-V/def2-TZVPD.

The geometry in XYZ format:
```
19
Properties=species:S:1:pos:R:3:forces:R:3:mulliken_charge:R:1
C 1.683784 -0.440992 -2.888843 -0.17 0.21 -0.44 -0.024
O 0.485487 -0.365575 -2.885784 -0.15 -0.06 -0.03 -0.422
H 2.256112 -0.566069 -3.819259 -0.02 -0.12 -0.08 0.248
H 2.264251 -0.341425 -1.976742 0.32 -0.05 0.51 0.156
O -2.326892 0.080516 3.229818 -0.50 0.40 0.00 -0.636
H -3.145656 -0.003703 3.733912 0.18 -0.24 0.11 0.320
H -2.544344 0.822911 2.649021 0.36 -0.14 -0.17 0.318
O -0.570915 1.038745 -0.442513 0.04 -0.09 -0.01 -0.624
H 0.346871 1.259747 -0.250346 -0.15 0.00 -0.07 0.276
H -0.553695 0.640819 -1.324279 0.13 0.07 0.10 0.385
O 3.275270 -2.070137 0.492668 -0.05 0.10 -0.15 -0.628
H 2.508552 -2.393133 0.008116 0.00 -0.08 0.05 0.317
H 3.036711 -1.175476 0.753916 0.01 -0.03 0.10 0.312
O -0.851785 -3.010292 -1.612596 0.22 0.31 0.38 -0.643
H -0.807296 -2.044706 -1.632946 -0.07 -0.09 -0.24 0.334
H -0.719502 -3.197070 -0.674772 -0.13 -0.18 -0.11 0.312
O -1.641882 3.941179 1.869776 0.02 -0.03 0.18 -0.622
H -2.003642 3.836620 2.756159 -0.04 0.04 -0.04 0.310
H -0.691434 3.988040 2.014702 -0.01 -0.02 -0.09 0.312
```
Forces are in eV/Å.

## Properties
- Calculated total energy: -496.68552 Eh
- Structure (SMILES): C=O.O.O.O.O.O
- Spin multiplicity: 1
- HOMO-LUMO gap: 0.41090 Ha
- LUMO energy: 0.10 eV
- Energy above the lowest of the compared OMol25 structures with the same formula, charge and spin: 117.7 kJ/mol


No. 5
Below is the molecule CH12Si5 in a non-equilibrium geometry, with properties calculated with wB97M-V/def2-TZVPD.

The geometry in XYZ format:
```
18
Properties=species:S:1:pos:R:3:forces:R:3:mulliken_charge:R:1
C -1.164701 -1.875554 -0.667819 0.61 0.25 0.09 -0.983
Si -2.540931 -0.845403 -0.036691 -0.09 0.22 -0.07 0.342
Si -1.704730 1.175358 0.754791 0.16 0.36 0.21 0.281
Si 0.014439 1.819380 -0.665443 0.42 0.13 -0.26 0.260
Si 1.467704 0.044940 -0.940819 -0.86 -0.95 -0.01 0.174
Si 3.029340 -0.385117 0.695837 0.09 0.14 0.33 0.364
H -0.665269 -2.572964 -0.015794 0.15 -0.09 0.19 0.398
H -1.125981 -2.174234 -1.701415 0.05 0.06 -0.28 0.399
H -3.507054 -0.515326 -1.098846 0.00 0.06 -0.22 -0.128
H -3.344472 -1.466965 1.031812 0.08 -0.18 0.18 -0.137
H -2.656602 2.291342 0.870478 -0.30 0.12 -0.13 -0.147
H -1.118893 1.116402 2.107560 0.16 -0.26 0.14 -0.111
H -0.456803 2.256282 -1.988285 -0.19 -0.10 -0.23 -0.118
H 0.874182 2.930966 -0.213075 -0.07 0.16 0.30 -0.141
H 1.914108 -0.453304 -2.257340 -0.10 0.15 -0.13 -0.088
H 4.267230 0.387442 0.504203 0.13 0.17 -0.16 -0.115
H 3.454087 -1.781720 0.855296 -0.12 -0.25 -0.12 -0.116
H 2.453670 0.074549 1.968351 -0.12 0.02 0.19 -0.134
```
Forces are in eV/Å.

## Properties
- Calculated total energy: -1492.57918 Eh
- Spin multiplicity: 1
- HOMO-LUMO gap (alpha / beta): 0.28507 / 0.24306 Ha
- LUMO energy (alpha / beta): -0.91 / -0.90 eV
- Energy above the lowest of the compared OMol25 structures with the same formula, charge and spin: 80.0 kJ/mol


No. 6
Below is a cluster of 6 separate species, CH13NO4 in total in a non-equilibrium geometry, with properties calculated with wB97M-V/def2-TZVPD.

The geometry in XYZ format:
```
19
Properties=species:S:1:pos:R:3:forces:R:3:mulliken_charge:R:1
C 0.243360 -0.832110 -1.050989 0.78 0.55 -1.40 -1.184
N -0.456291 0.428447 -1.288318 0.20 -0.98 2.32 -0.170
H 1.105010 -0.841721 -1.714988 -0.03 -0.24 -0.06 0.374
H -0.389973 -1.703145 -1.274505 -0.25 0.04 0.25 0.374
H 0.630198 -0.857865 -0.047904 0.15 -0.37 0.02 0.650
H -1.088570 0.547506 -0.480537 -1.01 0.33 -0.54 0.101
H 0.191921 1.227019 -1.319024 0.13 0.14 -0.23 0.458
H -2.827096 -2.790629 0.545420 -0.66 -0.53 -0.39 0.403
H -2.378651 -1.539304 0.068367 0.59 1.38 -0.43 0.187
O -3.026760 -2.192396 -0.194680 -0.10 -0.98 0.67 -0.609
H -1.433125 -0.923956 0.953153 0.14 0.61 -0.26 0.067
H -0.978640 1.113337 1.578108 -0.23 0.10 0.46 0.256
O -0.882344 2.070842 1.489141 0.29 -0.47 -0.48 -0.679
H 2.246659 0.437179 0.295453 0.06 0.09 -0.10 0.371
H 1.925054 2.474824 0.267397 -0.27 0.10 0.28 0.239
O 1.303966 1.994627 -0.292622 0.12 -0.32 -0.41 -0.912
H -0.152429 2.111991 0.826720 0.06 0.49 0.18 0.424
H 3.382344 -0.283817 1.076543 -0.04 0.06 0.04 0.303
O 2.585368 -0.440827 0.563266 0.08 -0.01 0.06 -0.653
```
Forces are in eV/Å.

## Properties
- Calculated total energy: -401.26897 Eh
- Spin multiplicity: 1
- HOMO-LUMO gap: 0.14838 Ha
- LUMO energy: -5.73 eV
- Energy above the lowest of the compared OMol25 structures with the same formula, charge and spin: 923.0 kJ/mol


No. 7
Below is a cluster of 5 separate species, CH13NO4 in total in a non-equilibrium geometry, with properties calculated with wB97M-V/def2-TZVPD.

The geometry in XYZ format:
```
19
Properties=species:S:1:pos:R:3:forces:R:3:mulliken_charge:R:1
C -2.778281 -0.164883 2.300724 2.29 1.62 3.65 -0.697
N -1.910018 0.935645 1.702649 -0.76 0.90 0.29 -0.552
H -3.692459 -0.469645 1.791018 0.44 0.25 -0.28 0.290
H -2.022642 -1.001969 2.494699 -1.54 0.75 -0.44 0.254
H -3.031491 0.276170 3.397258 -0.11 -1.57 -2.30 0.265
H -1.320078 1.340703 2.476281 -0.51 -1.09 -1.08 0.253
H -2.481715 1.780018 1.492981 0.18 -1.01 -0.08 0.221
O -1.060140 -0.574950 -1.253341 1.31 -1.46 -3.14 -0.639
H -1.337893 -0.188021 -0.482579 -1.30 1.68 3.33 0.306
H -1.773269 -1.140245 -1.554681 -0.03 -0.05 0.01 0.299
O 2.535633 0.047924 -3.076741 -0.32 -0.13 0.53 -0.618
H 2.830783 0.257465 -3.949505 0.49 0.16 -0.85 0.288
H 1.589248 0.192950 -3.115212 -0.34 0.03 0.21 0.299
O 1.507928 0.518165 0.384648 -0.77 -0.17 -0.06 -0.641
H 0.713608 0.310583 -0.156074 0.91 -0.14 0.71 0.307
H 1.850613 -0.313589 0.765615 -0.29 0.55 -0.66 0.335
O 3.701992 -0.771863 -0.691965 -0.38 0.33 -1.14 -0.635
H 3.585415 0.068915 -1.161868 0.88 0.98 1.03 0.336
H 3.092766 -1.103372 -1.363906 -0.14 -1.63 0.26 0.329
```
Forces are in eV/Å.

## Properties
- Calculated total energy: -401.55636 Eh
- Structure (SMILES): CN.O.O.O.O
- Spin multiplicity: 1
- HOMO-LUMO gap: 0.37795 Ha
- LUMO energy: 0.55 eV
- Energy above the lowest of the compared OMol25 structures with the same formula, charge and spin: 168.5 kJ/mol


No. 8
Below is a cluster of 6 separate species, CH13O5S in total, with properties calculated with wB97M-V/def2-TZVPD.

The geometry in XYZ format:
```
20
Properties=species:S:1:pos:R:3:forces:R:3:mulliken_spin:R:1
C -1.073689 2.099141 -0.338517 0.03 0.06 0.30 0.024
S -1.238874 0.319835 0.055703 0.24 0.15 -0.11 0.079
H -1.926709 2.673240 0.028818 -0.17 -0.03 -0.26 -0.007
H -0.213313 2.534486 0.180206 0.06 -0.21 -0.04 -0.017
H -0.920840 2.263707 -1.405365 -0.18 0.08 -0.04 0.003
H -2.838598 -1.102359 -0.119796 -0.07 -0.26 0.17 0.010
H -4.250185 -1.185432 0.345788 -0.08 -0.18 0.05 0.003
O -3.566359 -1.773323 0.005654 -0.04 0.45 -0.14 -0.009
H 2.947884 1.991873 6.481985 -0.30 0.48 0.10 -0.598
H 4.329844 2.025013 6.059979 0.32 0.48 -0.07 -0.674
O 3.629192 2.682369 6.292277 0.03 -0.92 0.03 2.192
H 3.923318 -0.913115 -1.714694 0.04 0.09 -0.10 -0.002
H 3.121529 -1.918553 -2.441639 -0.01 0.08 -0.11 0.001
O 4.019614 -1.565087 -2.417867 -0.07 -0.15 0.15 -0.003
H 0.734663 0.149933 -0.869714 -0.09 -0.45 -0.12 0.012
H 2.195934 0.287607 -0.511167 -0.02 0.00 0.01 -0.005
O 1.642094 -0.019894 -1.237837 0.17 0.26 0.18 -0.011
H -3.248236 -2.135105 -2.053830 0.01 -0.28 -0.10 0.002
H -2.153199 -1.195771 -2.238446 0.42 0.00 -0.28 0.006
O -2.560213 -1.943359 -2.710876 -0.29 0.35 0.38 -0.008
```
Forces are in eV/Å.

## Properties
- Calculated total energy: -820.22389 Eh
- Spin multiplicity: 2
- HOMO-LUMO gap (alpha / beta): 0.07802 / 0.26136 Ha
- Net charge: -2
- LUMO energy (alpha / beta): 5.20 / 5.16 eV